[1]
{
  "formula": "C14H42O14",
  "method": "wB97M-V/def2-TZVPD",
  "species": ["C", "C", "O", "O", "H", "H", "H", "H", "H", "H", "C", "C", "O", "O", "H", "H", "H", "H", "H", "H", "C", "C", "O", "O", "H", "H", "H", "H", "H", "H", "C", "C", "O", "O", "H", "H", "H", "H", "H", "H", "C", "C", "O", "O", "H", "H", "H", "H", "H", "H", "C", "C", "O", "O", "H", "H", "H", "H", "H", "H", "C", "C", "O", "O", "H", "H", "H", "H", "H", "H"],
  "coordinates": [[-13.64412, -9.28438, 1.61124], [-14.61642, -10.52848, 1.51542], [-15.82113, -10.08083, 1.05266], [-12.53242, -9.31747, 0.66592], [-13.20246, -8.93181, 2.54330], [-14.25505, -8.39679, 1.44676], [-14.62974, -11.06620, 2.46346], [-14.13714, -11.22545, 0.82794], [-16.22601, -9.51984, 1.71821], [-12.94937, -9.29927, -0.19861], [-18.23074, -5.12101, -0.66484], [-19.15230, -4.25341, -1.52859], [-18.41140, -3.70187, -2.72912], [-17.60896, -6.11470, -1.38429], [-18.58807, -5.59587, 0.24890], [-17.52631, -4.50987, -0.10059], [-19.63851, -3.49777, -0.91157], [-19.92815, -4.87632, -1.97370], [-18.48576, -4.30356, -3.47346], [-17.09329, -5.67616, -2.06500], [-20.56444, -14.21601, 2.39560], [-21.35609, -12.99670, 1.95041], [-20.68519, -11.74389, 1.83045], [-19.84596, -14.68973, 1.35300], [-21.21809, -14.99070, 2.79647], [-19.92982, -13.74573, 3.14672], [-22.28918, -12.92008, 2.50859], [-21.70073, -13.30228, 0.96251], [-20.45997, -11.51275, 0.92632], [-19.07336, -14.15273, 1.16243], [-19.18816, -7.49514, 2.45817], [-19.87421, -8.52953, 1.56713], [-19.94757, -8.10633, 0.18763], [-17.83120, -7.36441, 2.02650], [-19.29351, -7.63779, 3.53365], [-19.79646, -6.61606, 2.24534], [-20.86515, -8.67508, 1.99721], [-19.47674, -9.54326, 1.61682], [-20.73447, -7.56895, 0.07097], [-17.77823, -7.51485, 1.07984], [-25.09431, -11.13827, 2.68968], [-23.91041, -10.10660, 2.89264], [-23.52064, -10.00489, 4.21625], [-24.58209, -12.45149, 2.88499], [-25.43974, -10.94533, 1.67403], [-25.89750, -10.80575, 3.34727], [-24.26750, -9.12816, 2.57133], [-23.06824, -10.40249, 2.26711], [-22.76376, -10.58296, 4.33695], [-25.29924, -13.06922, 2.72462], [-15.90360, -7.60078, 5.18417], [-14.94303, -6.61514, 4.53572], [-15.62355, -5.60249, 3.79304], [-16.45622, -8.56192, 4.26464], [-16.79876, -7.12403, 5.58353], [-15.37547, -8.10728, 5.99203], [-14.21205, -7.14529, 3.92522], [-14.38391, -6.05113, 5.28230], [-15.08472, -5.11820, 3.16318], [-16.70764, -7.98754, 3.53768], [-21.74516, -6.86811, -3.25844], [-20.41113, -7.65131, -3.61717], [-20.56474, -8.90894, -2.93771], [-21.67841, -6.59074, -1.86609], [-22.59468, -7.47221, -3.57699], [-21.76852, -6.01694, -3.93892], [-19.55255, -7.06428, -3.29108], [-20.34460, -7.89581, -4.67730], [-20.65327, -8.76277, -1.99304], [-22.47123, -6.08983, -1.66086]],
  "lowdin_charge": [-0.20, -0.26, -0.05, -0.09, 0.10, 0.10, 0.11, 0.12, 0.06, 0.07, -0.28, -0.15, -0.09, -0.04, 0.10, 0.12, 0.12, 0.08, 0.06, 0.09, -0.29, -0.25, -0.07, -0.04, 0.13, 0.12, 0.09, 0.12, 0.08, 0.10, -0.19, -0.21, -0.06, -0.08, 0.13, 0.11, 0.11, 0.11, 0.07, 0.08, -0.22, -0.26, -0.05, -0.07, 0.11, 0.11, 0.11, 0.10, 0.09, 0.09, -0.21, -0.23, -0.07, -0.08, 0.12, 0.12, 0.10, 0.11, 0.09, 0.02, -0.23, -0.19, -0.08, -0.07, 0.11, 0.11, 0.10, 0.12, 0.05, 0.10],
  "multiplicity": 1,
  "fmax_ha_per_bohr": 0.0631,
  "charge": 0,
  "gap_ha": 0.362,
  "relative_energy_kcal_mol": 60.15
}

[2]
{
  "formula": "C14H42O7S7",
  "method": "wB97M-V/def2-TZVPD",
  "species": ["C", "S", "O", "C", "H", "H", "H", "H", "H", "H", "C", "S", "O", "C", "H", "H", "H", "H", "H", "H", "C", "S", "O", "C", "H", "H", "H", "H", "H", "H", "C", "S", "O", "C", "H", "H", "H", "H", "H", "H", "C", "S", "O", "C", "H", "H", "H", "H", "H", "H", "C", "S", "O", "C", "H", "H", "H", "H", "H", "H", "C", "S", "O", "C", "H", "H", "H", "H", "H", "H"],
  "coordinates": [[-23.44667, 28.89209, -19.58116], [-23.43781, 28.21013, -17.86063], [-23.15328, 29.35074, -16.93525], [-25.24869, 27.90817, -17.68814], [-24.19106, 28.50515, -20.27704], [-22.47286, 28.52961, -19.91042], [-23.39668, 29.97785, -19.49922], [-25.27520, 27.46809, -16.69127], [-25.59385, 27.10038, -18.33345], [-26.04611, 28.65122, -17.67897], [-20.08854, 24.21997, -22.84810], [-21.19244, 23.75122, -21.47939], [-21.03308, 24.97696, -20.55544], [-22.88585, 24.01419, -22.26175], [-20.59889, 24.10998, -23.80494], [-19.25888, 23.51304, -22.84705], [-19.73958, 25.25121, -22.90177], [-23.66236, 23.37980, -21.83435], [-22.88789, 23.57245, -23.25824], [-23.23962, 25.04376, -22.20743], [-18.96952, 24.46496, -28.80687], [-18.15234, 24.54907, -30.45432], [-17.00020, 25.45853, -30.01166], [-17.51499, 22.77896, -30.52121], [-18.44096, 23.97090, -27.99164], [-19.92794, 23.94675, -28.83834], [-19.34270, 25.46320, -28.57801], [-17.01515, 22.58191, -29.57283], [-16.89917, 22.55920, -31.39333], [-18.32042, 22.04993, -30.43242], [-24.29436, 20.23685, -17.62658], [-24.11784, 21.67124, -16.39921], [-25.15373, 22.65760, -16.83096], [-24.98469, 21.09831, -14.95566], [-24.33125, 20.49283, -18.68546], [-25.26543, 19.75941, -17.49561], [-23.54361, 19.46024, -17.48039], [-25.04712, 21.86993, -14.18832], [-24.42097, 20.32510, -14.43367], [-25.96670, 20.64044, -15.07436], [-17.50748, 19.23648, -16.30175], [-17.56456, 20.49780, -17.57060], [-18.27999, 19.74106, -18.71282], [-18.79624, 21.60846, -16.89079], [-16.74310, 18.46173, -16.36165], [-18.46636, 18.73213, -16.18232], [-17.60422, 19.69924, -15.31961], [-19.66905, 21.13063, -16.44582], [-18.98231, 22.42865, -17.58415], [-18.24337, 22.09716, -16.08854], [-27.70754, 24.19764, -25.93547], [-28.45759, 22.94522, -24.87545], [-27.99409, 23.03318, -23.40694], [-30.18687, 23.61255, -25.08905], [-28.26645, 25.12875, -25.84177], [-27.71172, 23.70671, -26.90864], [-26.71373, 24.40627, -25.53936], [-30.14402, 23.83326, -26.15561], [-30.32671, 24.58748, -24.62209], [-30.96409, 22.85000, -25.03875], [-14.43140, 22.14340, -25.76887], [-12.62254, 22.05108, -25.86641], [-11.99695, 23.40039, -25.56094], [-12.65687, 20.91734, -24.42946], [-14.73610, 22.56692, -24.81184], [-14.87700, 21.14876, -25.78429], [-14.74528, 22.84024, -26.54603], [-13.50936, 21.08001, -23.76997], [-11.73032, 20.58477, -23.96150], [-12.96271, 19.97098, -24.87549]],
  "lowdin_charge": [-0.25, 0.84, -0.57, -0.27, 0.05, 0.03, 0.05, 0.03, 0.04, 0.06, -0.27, 0.87, -0.61, -0.24, 0.03, 0.04, 0.06, 0.04, 0.03, 0.05, -0.28, 0.85, -0.59, -0.25, 0.05, 0.04, 0.05, 0.04, 0.05, 0.04, -0.23, 0.83, -0.58, -0.30, 0.05, 0.04, 0.04, 0.06, 0.04, 0.06, -0.29, 0.84, -0.60, -0.27, 0.06, 0.05, 0.04, 0.06, 0.06, 0.04, -0.28, 0.83, -0.59, -0.25, 0.05, 0.05, 0.05, 0.03, 0.06, 0.05, -0.29, 0.84, -0.56, -0.28, 0.05, 0.05, 0.05, 0.04, 0.06, 0.04],
  "multiplicity": 1,
  "fmax_ha_per_bohr": 0.0690,
  "charge": 0,
  "gap_ha": 0.320,
  "relative_energy_kcal_mol": 110.82
}

[3]
{
  "formula": "C14H43CoO8",
  "method": "wB97M-V/def2-TZVPD",
  "species": ["Co", "O", "H", "C", "C", "O", "H", "H", "H", "H", "H", "H", "C", "C", "O", "H", "H", "H", "H", "H", "H", "C", "C", "O", "H", "H", "H", "H", "H", "H", "C", "C", "O", "H", "H", "H", "H", "H", "H", "C", "C", "O", "H", "H", "H", "H", "H", "H", "C", "C", "O", "H", "H", "H", "H", "H", "H", "C", "C", "O", "H", "H", "H", "H", "H", "H"],
  "coordinates": [[-1.44066, -0.67907, -0.85275], [0.21277, -0.04077, 0.08105], [0.02703, -0.22861, 1.02165], [-2.56371, -2.49232, 2.91653], [-1.49002, -2.22861, 1.95320], [-1.95152, -2.16035, 0.60667], [-3.37297, -1.79568, 2.69765], [-2.21118, -2.43072, 3.94610], [-2.94130, -3.49827, 2.73321], [-0.63420, -2.88691, 2.10255], [-1.11666, -1.23964, 2.21897], [-2.73579, -2.68812, 0.43935], [1.54092, 4.07237, 1.20676], [0.62720, 2.92893, 1.77202], [-0.12563, 2.48525, 0.72426], [2.56266, 3.69345, 1.23039], [1.62267, 4.80401, 2.01057], [1.32719, 4.40852, 0.19215], [-0.07189, 3.41869, 2.44989], [1.22802, 2.16686, 2.26836], [0.18647, 1.61299, 0.47259], [4.23443, 0.33165, -2.26649], [3.72392, 0.34155, -0.78848], [2.54307, 1.02545, -0.86804], [4.30177, 1.36308, -2.61249], [3.63479, -0.24777, -2.96849], [5.20242, -0.16834, -2.29967], [4.31953, 0.80619, -0.00270], [3.46718, -0.64461, -0.40159], [1.83509, 0.66434, -0.32956], [-3.06939, 2.17130, -2.89654], [-1.98886, 1.18018, -3.43296], [-1.08927, 0.65834, -2.47576], [-3.59161, 2.63130, -3.73546], [-2.62235, 2.93968, -2.26579], [-3.72834, 1.45664, -2.40344], [-1.47999, 1.66637, -4.26530], [-2.49357, 0.37232, -3.96280], [-0.33494, 1.24760, -2.54897], [-4.73288, 0.73488, 0.47391], [-3.42806, 1.33447, 1.09565], [-2.51420, 1.01639, 0.09346], [-4.96151, 1.33981, -0.40352], [-5.64661, 0.82300, 1.06163], [-4.57108, -0.28150, 0.11488], [-3.03831, 0.85215, 1.99207], [-3.35967, 2.41361, 1.23304], [-1.84162, 1.70019, 0.13419], [2.24793, -1.26706, 2.72435], [3.51637, -1.99845, 3.34824], [4.68642, -1.50390, 2.73460], [1.24787, -1.63049, 2.96075], [2.35372, -1.19773, 1.64171], [2.19033, -0.20897, 2.97975], [3.48104, -3.07748, 3.19814], [3.61479, -1.91904, 4.43088], [4.94554, -0.70460, 3.19889], [1.26764, -1.96393, -2.79387], [-0.10807, -2.53101, -3.11462], [-0.62761, -2.49330, -1.81546], [1.70854, -2.71772, -2.14156], [1.22957, -0.96651, -2.35592], [1.88156, -2.05945, -3.68947], [-0.03545, -3.50502, -3.59851], [-0.74474, -1.88581, -3.71998], [-0.30469, -3.32006, -1.44969]],
  "mulliken_spin": [2.83, 0.08, 0.00, 0.00, 0.00, 0.02, 0.00, 0.00, 0.00, 0.00, 0.00, 0.00, 0.01, 0.00, 0.04, 0.00, 0.00, 0.00, 0.01, 0.00, 0.01, 0.06, 0.05, 0.68, 0.00, 0.00, 0.01, 0.11, 0.02, 0.00, 0.00, 0.00, 0.02, 0.00, 0.00, 0.00, 0.00, 0.00, 0.00, 0.00, 0.00, 0.02, 0.00, 0.00, 0.00, 0.00, 0.00, 0.00, 0.00, 0.00, 0.00, 0.00, 0.00, 0.00, 0.00, 0.00, 0.00, 0.00, 0.00, 0.02, 0.00, 0.01, 0.00, 0.00, 0.00, 0.00],
  "multiplicity": 5,
  "s_squared": 6.0091,
  "fmax_ha_per_bohr": 0.0621,
  "charge": 2,
  "gap_ha": [0.362, 0.144]
}

> Which value of charge does entry 2 give?

0